A molecular structure, C42H37CoN5O4P2S at a distorted geometry, computed with ωB97M-V/def2-TZVPD.

Structure (XYZ):
```
92
Properties=species:S:1:pos:R:3:forces:R:3
C 1.60292 4.51871 -0.46140 0.1 -0.2 0.0
H -1.34099 -0.75998 -2.38598 0.0 -0.1 0.0
H 7.31378 -1.19648 0.95446 -0.1 0.0 0.0
C 6.57120 -0.51964 0.54475 0.2 0.0 0.0
H -0.04495 2.35458 1.96711 0.0 0.0 -0.1
C -2.58019 2.37906 -2.67528 0.1 0.0 0.0
C 4.68866 1.22564 -0.49709 0.1 -0.1 0.0
H 2.62750 8.20019 0.06344 0.0 0.0 0.0
C -4.89018 0.85556 1.64953 -0.1 0.1 0.0
C 0.65547 3.26514 -3.51534 -0.1 0.1 0.0
C -0.51691 -3.85454 1.69238 0.0 0.2 0.0
H 4.13006 6.38164 0.80450 0.0 0.0 0.0
C 3.00286 -3.34950 -1.00650 0.1 0.2 0.1
H -3.00413 3.77599 -0.03741 0.0 0.0 0.0
C -5.46092 2.11573 1.59086 0.0 0.0 0.0
H -0.22891 -3.60709 -1.86455 0.0 0.0 0.1
H -1.47206 -5.65440 1.06428 0.0 0.0 0.0
C -3.03756 1.09075 -4.65383 0.0 0.0 0.0
C 1.80455 -4.03484 2.32243 -0.1 0.0 0.0
H 2.67056 -5.99107 2.15038 0.0 0.0 0.0
H 8.90898 -0.23976 -0.59207 0.0 0.0 0.0
O -2.86694 -3.56477 1.51111 0.0 0.1 0.0
C 1.77857 -5.38992 2.01502 0.1 0.0 0.0
C 0.74388 5.54556 -0.86048 0.0 0.0 0.0
P 1.13705 2.79295 -0.74789 -0.4 0.5 -0.3
C -1.84163 0.09296 -2.82657 0.1 0.1 0.0
N 2.99888 -2.13382 -0.46841 0.0 0.0 0.0
C -4.77714 3.16361 0.98091 0.0 0.1 0.0
N 0.67904 -1.99008 -0.96504 0.2 0.0 0.2
C -1.93382 1.28205 -2.10641 0.2 -0.1 0.0
H -3.47938 1.01603 -5.64007 0.0 0.0 0.0
H -0.22312 5.31643 -1.29117 0.0 0.0 0.0
N -0.43787 2.70562 -0.12644 0.4 -0.4 0.3
H 8.47877 0.99516 -1.69990 0.0 0.0 0.0
C 3.18506 6.14752 0.33168 0.0 0.0 0.0
H 0.67887 -2.21776 2.42474 0.0 0.0 0.0
C -1.77763 -3.04509 1.49641 0.2 -0.1 -0.1
C 0.70673 -3.22191 -1.47700 -0.2 0.1 -0.1
H 0.36622 3.55031 -5.61176 0.0 0.0 0.0
C 1.19267 2.44001 -2.52984 0.1 -0.3 0.3
C -2.95442 1.67672 0.47424 0.0 -0.1 0.1
C -3.63379 0.63221 1.09787 0.1 0.0 -0.1
C 0.65763 -3.26819 2.15877 0.0 0.0 -0.1
H -2.31747 -0.92956 -4.65479 0.0 0.0 0.0
H -5.21843 4.15200 0.94322 0.0 0.0 0.0
N 8.19260 0.30864 -1.02812 -0.1 0.0 0.0
C 2.81592 4.82197 0.15158 0.0 -0.2 0.0
H 0.13210 4.02648 1.44230 0.0 0.0 0.0
C 0.60696 -5.97735 1.55448 0.0 0.0 0.0
H 3.96502 -3.85318 -1.02011 -0.1 0.0 0.0
C 5.29519 -0.51372 1.05469 -0.1 0.0 0.0
C 1.47759 1.75867 -5.20646 0.0 -0.1 0.0
H -2.66223 3.30906 -2.12821 0.0 0.0 0.0
S 2.72941 0.36264 1.20721 -0.5 0.3 -0.2
H 1.57327 1.49003 -6.25205 0.0 0.0 0.1
C 1.11722 6.86451 -0.67188 0.0 0.0 0.0
H 2.70589 -3.57116 2.70616 0.0 0.0 0.0
P -1.40172 1.25037 -0.36562 -0.9 0.7 -0.5
C -0.54144 -5.21402 1.40006 0.0 0.0 0.0
H 2.60069 0.06518 -4.50318 0.0 0.0 0.0
H -1.48039 3.33463 1.61640 0.0 0.0 0.0
H -3.64179 3.13338 -4.37174 0.0 0.0 0.0
C 4.34746 0.36097 0.53479 -0.2 -0.1 -0.1
H -6.43744 2.29108 2.02417 0.0 0.0 0.0
C 6.93213 0.33981 -0.50701 0.0 0.0 0.1
O -1.60192 -1.74585 1.28933 -0.3 -0.2 0.3
H 2.35988 0.67834 -2.13004 -0.1 0.0 0.0
H 5.01446 -1.17856 1.86148 0.0 0.0 0.0
H 0.13157 4.17484 -3.26077 0.0 0.0 0.1
Co -0.42800 -0.76675 0.27960 0.7 0.0 0.0
H 3.45572 4.02568 0.51314 0.0 0.0 0.0
C 1.86748 -3.95899 -1.51922 0.0 -0.1 -0.1
H -5.41518 0.04012 2.13072 0.0 0.0 0.0
C -0.46250 3.12562 1.31709 0.1 0.0 0.0
C 1.90555 1.29657 -2.89401 0.0 -0.1 0.0
H 3.95574 1.90939 -0.89976 -0.1 0.1 0.0
C -3.12984 2.28112 -3.94012 0.0 0.1 0.0
C 2.04541 0.95339 -4.23067 0.0 0.1 0.0
H 1.88478 -4.96081 -1.92174 0.0 0.0 0.0
C -2.38864 -0.00114 -4.10111 0.0 0.0 0.0
C 5.96615 1.21942 -1.01834 -0.1 0.1 0.0
H 0.44923 7.66017 -0.97620 0.0 0.0 0.0
O 2.30306 1.76514 1.28657 0.1 -0.1 0.0
O 2.73202 -0.38378 2.42976 0.1 -0.1 0.0
C 2.34087 7.16647 -0.08454 0.0 0.0 0.0
C -3.53171 2.94797 0.42161 0.0 0.0 0.0
H -3.18852 -0.35456 1.15473 0.0 0.0 0.0
N 1.62875 -0.27034 0.15261 0.3 -0.4 -0.1
H 0.58798 -7.03639 1.32600 0.0 0.0 0.0
H 6.22434 1.90605 -1.81778 0.0 -0.1 0.0
C 1.82909 -1.50352 -0.43374 0.4 0.0 0.0
C 0.79424 2.91468 -4.84634 -0.1 0.0 -0.1
```
Forces are in eV/Å.

## Properties
Strongest force on any atom ... 0.0242 hartree/bohr
Multiplicity ... 5
Gap between HOMO and LUMO (alpha / beta) ... 7.8 / 6.0 eV
Net charge ... +1
Molecular weight ... 828.74 g/mol
Expectation value of S² ... 6.013